Record 1
A cluster of 15 separate species, C45H57Cl2N16O4P in total, computed with ωB97M-V/def2-TZVPD.

Strongest force on any atom (eV Å⁻¹): 10.57
E_tot (Ha): -4187.18824
Orbital gap (Eh): 0.1906
HOMO (eV): -5.6

Each line ends with the Mulliken charge.
Cartesian coordinates (Å):
H (-4.015, -1.063, -4.403)  0.102
H (-3.149, 3.053, 6.122)  0.299
P (-3.693, 1.796, 1.145)  0.707
H (10.241, 1.994, 2.990)  0.339
O (0.004, -1.766, -0.351)  -0.650
N (4.196, -4.052, -2.472)  -0.416
C (-1.632, -1.893, -5.589)  0.203
C (-8.955, -5.793, 9.803)  -0.730
C (9.205, -3.947, 0.422)  -0.689
H (-2.505, -7.146, -4.875)  0.293
H (-7.895, -2.861, 7.189)  0.243
C (5.402, 0.712, -1.309)  0.355
N (11.843, -3.832, 0.426)  -0.413
H (3.228, 7.626, -4.139)  0.332
C (-1.520, 1.938, -0.890)  -0.065
C (-5.291, 3.251, -3.224)  -0.091
H (12.087, -0.559, -1.212)  0.237
H (8.874, -4.930, 0.757)  0.306
C (-4.908, -1.514, -3.973)  -0.572
H (7.491, -0.148, -1.090)  0.311
H (1.174, -3.326, -1.775)  -0.024
C (0.135, 0.143, 4.645)  0.247
N (-3.225, -1.889, 6.802)  -0.414
C (-0.223, -0.581, -0.092)  -0.209
N (-5.525, 1.628, 0.824)  -0.267
H (2.506, 0.498, -6.203)  0.246
N (4.545, 5.668, -2.006)  -0.349
C (-1.572, -6.584, -4.870)  -0.943
H (1.173, -3.900, -3.457)  0.160
H (-1.397, -0.375, -7.059)  0.329
H (0.339, 4.010, -1.672)  0.361
C (3.028, 1.660, -0.875)  0.570
H (-4.516, 0.036, 4.626)  -0.107
C (-8.164, 1.449, 0.757)  -1.053
N (-0.954, 3.496, 3.861)  -0.489
H (-4.322, 3.616, -2.883)  0.158
H (-5.733, -0.140, 5.908)  0.164
C (-4.011, -1.359, 6.144)  0.313
C (-1.477, 3.124, 4.822)  0.446
C (-5.728, -0.471, -3.301)  0.380
N (-6.360, 0.336, -2.771)  -0.464
H (-8.732, -1.943, 8.459)  0.301
H (-2.212, 1.548, 6.014)  -0.005
C (2.737, 6.919, -3.470)  -0.870
H (0.537, 1.257, 2.885)  0.224
C (3.041, -4.070, -2.464)  0.280
C (-1.508, -0.092, 0.636)  -0.689
C (0.862, 3.074, -1.351)  -0.938
H (-0.787, -1.972, -7.545)  0.280
H (8.800, -3.187, 1.091)  0.223
C (-8.031, -1.872, 7.627)  -0.636
H (-2.795, 3.752, 1.623)  0.341
C (1.553, -4.093, -2.453)  -0.197
C (-1.853, -5.142, -4.629)  0.441
H (-5.164, 2.263, -3.659)  -0.004
Cl (5.288, 3.289, -0.237)  -0.197
H (1.201, -5.069, -2.120)  0.271
C (-5.856, 4.183, -4.237)  0.178
H (8.546, 2.427, 2.682)  0.266
H (-5.964, 3.179, -2.371)  0.144
C (-0.878, -1.267, -6.713)  -0.611
H (-4.609, -2.273, -3.252)  0.242
N (-6.294, 4.906, -5.022)  -0.417
C (-9.206, -4.342, 10.005)  0.381
H (-0.927, -6.970, -4.081)  0.273
O (-2.178, 2.570, -1.708)  -0.606
N (-2.068, -4.011, -4.442)  -0.183
H (0.309, -0.486, 2.630)  -0.017
C (-2.144, 2.635, 6.046)  -0.564
H (2.176, 6.197, -4.063)  0.264
H (8.828, -3.770, -0.586)  0.238
H (7.364, 1.628, -0.644)  0.116
C (2.534, 1.099, -7.113)  -0.748
H (-1.961, -0.648, 1.501)  0.527
C (-2.161, 1.125, 0.283)  0.189
C (2.336, 2.929, -1.312)  -0.443
C (2.238, 0.468, -0.486)  -0.583
C (1.170, 1.190, -7.700)  0.439
H (9.818, 2.970, 1.568)  0.274
H (0.120, -0.988, -6.376)  -0.003
C (10.751, 0.209, -2.670)  0.347
C (0.061, 1.874, -0.926)  0.311
H (-5.487, -1.985, -4.768)  0.337
N (-0.342, 0.061, 5.696)  -0.491
C (-5.015, -0.675, 5.286)  -0.249
H (-8.599, 2.203, 1.415)  0.326
H (-8.334, -6.178, 10.613)  0.265
H (-5.547, -1.410, 4.681)  0.295
O (-3.539, 3.469, 1.049)  -0.525
N (0.113, 1.259, -8.155)  -0.438
H (-9.901, -6.334, 9.792)  0.268
C (12.120, 0.060, -2.110)  -0.762
N (9.186, -0.048, 0.793)  -0.306
H (2.899, 2.096, -6.869)  0.280
N (-2.244, -2.401, -4.678)  -0.361
H (1.816, 0.115, 3.352)  0.463
H (2.965, 3.818, -1.602)  0.036
H (12.771, -0.412, -2.845)  0.306
N (-9.401, -3.217, 10.163)  -0.459
H (-7.071, -1.514, 8.001)  0.264
C (9.320, 0.914, 1.414)  0.335
C (9.492, 2.155, 2.214)  -0.862
H (-2.417, 1.525, 2.862)  0.055
H (-8.442, -5.952, 8.855)  0.261
C (10.690, -3.883, 0.425)  0.333
N (-8.959, -0.203, 5.802)  -0.426
C (-8.555, -0.932, 6.600)  0.293
H (7.231, 1.178, -2.379)  0.313
H (-1.571, 2.931, 6.925)  0.335
H (3.214, 0.634, -7.827)  0.276
C (3.755, 6.215, -2.647)  0.375
N (9.688, 0.321, -3.103)  -0.379
C (0.754, 0.592, -0.516)  0.779
H (-1.074, -6.710, -5.832)  0.275
H (2.730, -0.486, -0.178)  0.524
H (-8.520, 1.613, -0.261)  0.324
O (-3.401, 1.494, 2.799)  -0.206
H (2.048, 7.461, -2.823)  0.270
C (4.590, 1.725, -0.863)  -0.023
H (12.523, 1.040, -1.853)  0.252
C (0.737, 0.265, 3.293)  -0.388
Cl (4.709, -0.831, -1.907)  -0.115
C (-6.687, 1.551, 0.792)  0.764
C (6.983, 0.820, -1.330)  -0.906
H (-8.478, 0.458, 1.090)  0.303

***

Record 2
A cluster of 19 separate species, C76H114O38 in total, computed with ωB97M-V/def2-TZVPD.

Strongest force on any atom (eV Å⁻¹): 6.19
E_tot (Ha): -5823.44251
ΔE to the lowest compared entry with this formula, charge and spin (eV): 5.993
Orbital gap (Eh): 0.3113
HOMO (eV): -9.0

Each line ends with the Mulliken charge.
Cartesian coordinates (Å):
O (2.888, -1.141, 4.013)  -0.244
C (-5.302, -3.489, -3.962)  0.062
C (-1.897, -0.608, 9.745)  -0.504
H (6.022, -1.344, -4.121)  0.218
H (-2.184, -0.227, 10.725)  0.351
H (-4.388, -9.473, -3.250)  0.336
H (1.872, 8.689, -1.266)  0.353
H (4.307, -2.951, 0.324)  0.530
H (-4.034, -2.051, 3.194)  0.000
H (4.923, 3.168, 3.594)  0.673
C (3.055, 6.981, -2.030)  -0.018
H (0.618, -4.271, 2.847)  -0.266
O (-0.637, -5.061, 0.104)  -0.206
C (4.163, -1.946, -5.217)  1.064
H (4.027, 2.929, -4.149)  0.404
C (2.558, 4.032, 8.182)  -0.402
C (-3.682, -1.375, 0.176)  -0.018
H (2.578, 1.603, -1.977)  -1.427
O (1.267, 2.484, -4.365)  -0.315
C (0.747, -5.295, -0.294)  0.887
C (5.774, -2.815, -6.680)  0.326
C (2.886, 3.897, 3.083)  -0.183
O (-3.953, -0.181, 0.877)  -0.226
H (-2.375, -5.922, -2.398)  -0.011
C (-1.658, -2.733, 4.592)  0.484
C (2.319, 3.766, 1.665)  0.227
H (2.383, -6.286, -6.940)  0.296
H (-4.056, 3.070, -5.863)  0.315
C (-2.141, 4.953, -1.816)  0.383
C (-3.890, -2.591, 5.153)  0.020
H (3.372, 9.192, -1.926)  0.284
H (0.033, 2.139, 4.782)  -0.858
C (0.169, -1.131, -0.267)  0.372
O (2.624, -2.763, -2.103)  -0.487
C (-2.980, -0.436, 8.705)  0.347
O (-0.438, -1.272, -4.165)  0.503
H (3.756, 1.986, 2.961)  -0.786
H (5.186, 6.525, -1.661)  0.391
C (1.448, 3.112, 7.731)  0.249
H (2.474, -4.481, -6.720)  0.234
C (-0.581, -1.556, -6.501)  -0.453
O (4.718, 6.985, 1.148)  -0.692
H (0.880, -6.202, -0.884)  0.272
O (3.481, 8.222, -0.057)  -0.327
C (-3.666, 5.943, -5.394)  0.518
H (-3.631, -2.214, -4.524)  -0.324
C (3.346, -2.078, -1.410)  0.268
C (2.082, -5.425, -6.342)  -0.406
C (-1.472, 2.986, 3.453)  1.123
H (3.929, -2.420, -4.264)  -0.445
H (-4.761, 4.306, -3.255)  0.089
H (2.878, -4.767, -4.415)  -0.305
H (2.686, -2.365, 0.660)  -0.799
H (-5.113, -1.428, -1.476)  0.158
H (-0.855, 0.450, -1.300)  -0.602
C (-3.725, 3.631, -4.989)  0.319
H (2.042, -6.231, 1.144)  0.484
O (4.486, -2.961, -6.156)  -0.255
C (-0.827, 2.809, 4.783)  0.603
H (-2.648, -1.713, 0.247)  -0.459
H (-3.042, 1.311, 3.223)  -0.722
C (4.240, -0.838, 0.411)  -0.109
H (-0.690, -2.600, 5.075)  -0.096
C (-4.002, -3.580, -6.044)  -0.283
H (-2.739, -7.788, -3.905)  0.253
H (-5.778, 5.918, -5.655)  0.310
H (2.206, -4.432, 1.015)  -0.291
C (0.526, -5.095, 2.139)  0.290
H (-3.526, -2.805, -6.644)  0.221
O (-4.197, -0.587, 8.861)  -0.664
O (-4.135, 6.486, -1.664)  -0.647
C (-1.257, -0.356, -4.631)  -0.114
H (3.480, 7.147, -3.020)  0.346
H (-5.212, 0.785, -1.739)  0.561
H (-1.537, 5.533, 1.415)  0.048
H (2.201, 3.528, 3.846)  -0.184
C (-3.880, -3.274, -4.545)  0.930
H (4.269, -1.011, 6.459)  0.325
C (2.504, -2.199, 4.722)  0.280
H (5.135, -0.093, -5.078)  -0.047
C (-1.153, -0.212, -6.134)  -0.678
O (4.013, -1.058, -1.905)  -0.034
C (-4.933, 4.294, -4.331)  -0.356
C (4.530, 3.220, 1.427)  -0.635
O (-4.062, 1.873, 5.574)  -0.662
O (-2.535, 6.444, -0.077)  -0.380
H (-0.671, 1.124, 9.338)  -0.083
O (-4.939, -2.936, 5.664)  -0.673
O (1.476, 2.531, 6.640)  -0.305
H (3.069, 0.174, 7.016)  0.220
C (1.437, 3.050, -3.100)  0.391
O (1.237, 4.083, 1.270)  -0.516
H (0.125, -1.602, -7.331)  0.587
O (-5.367, -3.846, -6.329)  -0.395
H (1.271, -1.285, 6.152)  -0.331
H (0.586, 2.664, -2.539)  -0.259
C (0.571, 0.072, 1.597)  -0.371
H (5.164, 4.056, 1.130)  0.361
O (-4.275, 2.063, 0.522)  -0.632
C (-0.730, 0.061, 9.107)  -0.414
H (-0.573, 0.659, 7.067)  -0.428
O (-3.116, 7.000, -5.783)  -0.681
O (-1.025, -5.165, -4.949)  -0.290
H (0.970, -6.840, -3.770)  0.568
H (-3.421, -1.308, -1.848)  -0.113
C (3.487, 2.041, -3.821)  -0.213
H (0.054, 4.624, 9.820)  0.288
H (-1.574, 4.072, 3.452)  0.159
H (-4.031, -5.613, -2.154)  -0.121
C (2.373, -5.607, -4.893)  -0.344
H (-0.546, -1.935, -0.445)  0.055
C (3.163, 0.011, 4.828)  0.788
H (-5.783, -2.668, -3.430)  0.070
H (2.856, 3.971, 10.397)  0.288
H (-1.508, -3.457, 3.792)  -0.247
C (1.530, -5.285, 0.971)  -0.565
O (-4.183, -9.396, -0.504)  -0.653
H (0.269, -0.304, 9.347)  0.516
H (0.293, -2.989, -5.106)  -0.501
O (-7.401, -3.827, -5.313)  -0.609
C (1.157, -5.829, -4.134)  0.849
H (-5.142, 6.370, -4.071)  0.157
C (-1.465, 4.527, -0.520)  1.379
C (0.031, 0.298, -0.684)  1.891
H (-3.697, 2.909, 3.098)  0.431
O (-1.858, 0.300, -3.830)  -0.751
O (0.718, -5.309, -6.434)  -0.361
C (2.406, 1.690, -4.745)  0.344
C (0.065, 1.070, 0.583)  2.044
O (2.362, 0.815, -5.551)  -0.578
H (0.481, 3.277, 10.733)  0.364
H (-3.079, 3.118, -4.276)  -0.391
H (4.101, 5.294, -0.935)  -0.647
H (-4.203, -6.842, -4.155)  0.169
C (-4.001, -8.472, -1.332)  0.365
C (-3.026, 2.263, 5.047)  0.205
O (0.564, 2.940, 8.657)  -0.240
O (0.475, -1.143, 1.116)  0.272
H (4.232, 1.249, -3.742)  -0.140
H (-3.468, 0.978, -1.952)  -0.402
H (-5.840, 3.700, -4.445)  0.497
C (-4.139, 0.945, 0.079)  0.195
C (2.706, 2.488, -2.600)  1.878
H (-2.038, 3.698, -0.106)  -0.719
O (-1.885, -4.835, 1.837)  -0.703
H (1.059, -1.511, -0.767)  -1.321
H (-0.803, 2.677, 2.651)  -0.774
H (-2.082, 0.121, -6.596)  0.492
O (6.224, -3.651, -7.511)  -0.652
H (0.796, 0.593, -1.403)  -1.202
H (4.074, 0.538, 4.543)  0.386
H (5.038, 2.274, 1.243)  0.179
H (1.036, -4.516, -0.999)  -0.526
O (2.301, -3.296, 4.279)  -0.667
C (0.220, -1.906, -5.214)  1.468
H (-4.389, -2.132, 0.516)  0.423
H (-3.464, -4.503, -6.261)  0.179
C (3.303, -0.555, 6.241)  -0.608
H (3.525, -0.137, 0.841)  -0.428
H (5.116, -0.840, 1.060)  0.659
H (1.030, -5.031, -3.403)  -0.748
H (-5.491, -8.180, -2.590)  0.250
H (2.193, 6.317, -1.966)  -0.141
C (-5.003, 5.701, -4.920)  -0.348
H (-1.460, -2.162, -6.719)  -0.261
C (-0.777, -4.931, 1.389)  0.284
C (6.380, -1.570, -6.202)  -0.389
O (-1.931, 2.487, 5.620)  -0.349
H (2.413, 0.796, 4.919)  -0.583
C (2.185, 4.374, 9.639)  -0.608
H (3.208, 4.910, 3.326)  0.500
H (2.970, -6.512, -4.773)  0.567
C (-2.208, -1.397, 4.073)  2.416
C (0.747, 3.782, 9.805)  -0.488
C (-3.065, 5.988, -1.205)  0.404
C (0.176, -5.449, -5.219)  -0.053
H (0.335, -6.024, 2.676)  0.444
O (-2.741, -3.230, 5.430)  -0.379
H (3.340, 3.173, -2.037)  -0.103
C (-4.465, -8.481, -2.806)  -0.496
C (4.720, -0.299, -0.945)  -0.536
H (-1.864, -0.986, 3.124)  -0.828
H (3.287, -1.411, -5.583)  -0.359
C (4.131, 3.005, 2.864)  0.210
O (-3.274, -7.362, -1.130)  -0.306
H (0.765, 1.901, 0.500)  -1.107
C (5.449, -1.135, -5.024)  -0.205
O (-2.480, -0.231, 7.507)  -0.341
C (-4.186, -0.952, -1.158)  0.450
C (-1.430, 5.744, 0.351)  -0.260
C (-2.858, 2.347, 3.509)  0.480
H (2.692, 4.950, 7.609)  0.330
C (-0.978, -0.179, 7.634)  1.139
H (3.515, 3.511, 8.195)  0.220
O (0.835, 0.231, 2.751)  -0.333
H (4.612, 0.761, -1.175)  0.204
C (-3.723, -1.537, 4.104)  0.152
C (3.582, -2.178, 0.068)  0.791
C (2.915, 8.384, -1.354)  -0.558
C (4.149, 7.169, 0.058)  0.535
C (-3.620, -7.382, -3.409)  -0.176
H (-1.888, -0.642, 4.791)  -1.158
H (2.444, -2.536, 6.876)  0.518
O (3.244, 3.277, 0.870)  0.114
H (-1.383, 5.378, -2.475)  0.412
C (-4.237, 0.541, -1.316)  0.101
H (-4.343, -0.660, 4.288)  0.372
H (-1.765, -1.690, 9.768)  0.260
C (-6.177, -3.638, -5.234)  0.322
H (-0.534, 3.831, 5.024)  0.340
H (-0.874, 1.564, 0.833)  -0.166
H (1.271, -1.620, -5.256)  -0.635
H (-3.152, -3.942, -4.086)  -0.048
H (-0.398, 0.568, -6.235)  0.184
H (-0.447, 4.197, -0.731)  -0.162
H (6.402, -0.886, -7.050)  0.304
H (1.567, 4.119, -3.264)  0.104
O (-2.958, 4.794, -5.378)  -0.330
H (5.794, -0.462, -1.033)  0.203
C (4.201, 6.338, -1.234)  0.505
C (2.281, -1.691, 6.207)  0.010
H (2.185, 5.455, 9.784)  0.273
H (7.345, -1.777, -5.738)  0.292
H (-0.578, -1.097, 7.204)  -0.211
H (-2.662, 4.120, -2.288)  -0.633
C (-3.323, -6.437, -2.241)  0.340
H (-5.288, -4.432, -3.415)  0.003
H (-0.505, 6.298, 0.197)  0.217

***

- strongest force on any atom of number 2 (C76H114O38)?
  6.19 eV Å⁻¹

***

- Which value of E_tot does entry 2 give?
  -5823.44251 Ha

***

- Which formula does entry 1 have?
  C45H57Cl2N16O4P

***

- Number 1 is which compound?
  C45H57Cl2N16O4P